1.
Molecular formula: C44H43Cl4Ge2HfN3O5PSbSe5Te
Method: DFT, wB97M-V/def2-TZVPD

Each line ends with the Mulliken charge.
Atoms and positions in Å:
Hf -0.469 -0.803 -0.205  1.602
Cl -2.322 5.226 0.309  -0.187
C -2.144 3.714 -0.482  0.524
C -1.825 3.667 -1.837  0.626
Cl -1.587 5.119 -2.721  -0.193
C -1.692 2.431 -2.470  0.559
Cl -1.475 2.332 -4.173  -0.181
C -1.787 1.259 -1.745  -0.435
O -1.548 0.034 -2.276  -0.804
C -2.117 1.304 -0.378  -1.246
O -2.105 0.117 0.250  -0.460
C -2.329 2.530 0.234  0.082
Cl -2.790 2.570 1.892  -0.180
C -0.938 -4.530 -3.648  -1.114
Ge -2.327 -3.167 -3.335  2.272
C -2.903 -2.158 -4.912  -1.436
C -3.870 -4.241 -2.732  -1.585
Ge -2.331 -1.713 -1.499  1.283
C -4.223 -1.291 -1.243  0.400
C -5.009 -2.082 -0.411  -0.684
C -6.388 -1.937 -0.398  -0.740
C -6.991 -1.001 -1.226  -0.624
C -6.217 -0.216 -2.068  -0.749
C -4.837 -0.364 -2.080  -0.660
C -1.731 -2.651 0.187  0.920
C -1.088 -3.865 -0.060  0.022
C -1.028 -4.855 0.904  -0.604
C -1.625 -4.637 2.136  -1.408
C -2.265 -3.435 2.407  -0.355
C -2.327 -2.451 1.439  0.366
H -0.908 -4.758 -4.715  0.488
H -1.230 -5.438 -3.120  0.468
H 0.065 -4.239 -3.340  0.071
H -2.658 -2.712 -5.820  0.455
H -2.446 -1.172 -4.975  0.282
H -3.986 -2.033 -4.874  0.462
H -4.042 -5.061 -3.435  0.535
H -4.782 -3.653 -2.679  0.425
H -3.709 -4.690 -1.748  0.340
H -4.553 -2.830 0.225  0.320
H -6.986 -2.566 0.250  0.447
H -8.067 -0.884 -1.217  0.370
H -6.688 0.506 -2.722  0.424
H -4.236 0.251 -2.742  0.366
H -0.669 -4.030 -1.044  -0.177
H -0.537 -5.793 0.679  0.454
H -1.593 -5.409 2.895  0.416
H -2.723 -3.259 3.370  0.474
H -2.862 -1.533 1.636  0.514
Se 2.514 3.364 2.883  -0.644
Sb 2.143 2.798 0.566  1.141
Se 1.606 4.914 -0.534  -0.421
Se 4.337 2.824 -0.489  -0.547
Se 0.740 0.941 0.177  0.295
C -0.339 0.375 7.089  -0.447
C -0.805 -0.828 6.581  -1.069
C -0.825 -1.047 5.209  0.161
C -0.394 -0.058 4.328  -0.587
C 0.051 1.159 4.847  0.084
C 0.097 1.364 6.219  -0.764
C -0.471 -0.226 2.849  0.900
C 0.140 -1.074 2.005  -0.057
C 1.253 -2.015 2.524  0.605
C 2.128 -3.829 0.479  -1.192
C 3.361 -4.211 0.803  -1.993
C 4.445 -2.320 2.521  -0.058
C 3.626 -1.261 3.249  -1.326
C 2.298 -1.154 3.291  -0.310
H -0.321 0.541 8.160  0.367
H -1.158 -1.601 7.254  0.408
H -1.177 -1.992 4.822  0.395
H 0.394 1.947 4.186  0.277
H 0.479 2.309 6.587  0.445
H -1.121 0.533 2.422  -0.484
H 1.474 -4.096 -0.331  0.566
H 4.032 -4.990 0.468  0.476
H 5.089 -2.812 3.252  0.746
H 4.210 -0.526 3.795  0.412
H 1.867 -0.374 3.902  0.115
C 0.672 -2.559 -6.137  -1.196
C 0.491 -1.373 -5.212  -0.208
O 0.156 -1.803 -3.889  0.776
P 1.173 -1.471 -2.665  -0.912
O 0.247 -1.902 -1.497  -1.516
Te 3.272 -2.454 -2.986  -0.403
O 1.204 0.115 -2.803  0.702
C 2.378 0.828 -3.297  -0.217
C 1.986 2.240 -3.651  -0.939
H 0.921 -2.197 -7.135  0.429
H -0.248 -3.143 -6.195  0.137
H 1.479 -3.197 -5.777  0.229
H -0.323 -0.731 -5.556  0.326
H 1.403 -0.774 -5.191  0.161
H 2.787 0.287 -4.150  0.621
H 3.137 0.840 -2.518  -0.081
H 1.517 2.302 -4.632  0.263
H 2.870 2.872 -3.608  0.410
H 1.275 2.611 -2.915  -0.124
Se 1.646 -4.274 3.909  0.318
N 3.142 -4.227 3.143  -0.889
C 3.406 -3.313 2.040  1.854
C 5.286 -1.717 1.440  -1.280
C 4.800 -1.158 0.334  -1.094
C 3.390 -0.999 0.015  -0.203
N 2.316 -1.477 0.499  1.182
C 2.161 -2.598 1.405  0.257
N 0.660 -2.998 3.412  0.031
H 6.355 -1.678 1.618  0.398
H 5.473 -0.655 -0.349  0.526
H 3.203 -0.143 -0.629  -0.198

Properties
total charge: -1
2S+1: 2
HOMO-LUMO gap (alpha / beta): 5.59 / 5.42 eV

2.
Molecular formula: C10H14N4O5
Method: DFT, wB97M-V/def2-TZVPD

Each line ends with the Mulliken charge.
Atoms and positions in Å:
C 2.868 0.491 0.890  -0.191
C 1.574 0.597 -0.036  0.628
C 3.308 -0.965 0.857  -0.582
C 3.728 -1.294 -0.530  0.445
C -0.769 0.492 -0.010  -0.391
C -1.213 1.869 -0.420  0.540
C -1.797 -0.231 0.931  -0.444
C -3.019 -0.637 0.252  0.005
C -4.100 0.084 -0.135  -0.524
C -4.506 -2.064 -0.094  -0.319
H 1.844 1.726 2.287  0.261
H 3.424 0.823 2.807  0.359
H 3.618 1.060 0.400  0.493
H 2.525 -1.663 1.229  0.256
H 4.146 -1.177 1.433  0.458
H 5.186 -0.514 -1.698  0.343
H 0.538 0.411 1.644  0.575
H -0.676 -0.101 -0.955  0.399
H -1.356 -1.195 1.258  0.470
H -1.883 0.429 1.763  0.457
H -4.252 1.174 -0.234  0.455
H -5.186 -2.888 -0.478  0.307
H -6.171 -0.729 -0.444  0.266
H 0.368 1.730 -1.636  0.430
N 2.390 0.744 2.286  -0.767
N 0.468 0.498 0.597  -0.147
N -3.205 -1.978 0.241  -0.645
N -5.126 -0.856 -0.276  -0.096
O 1.808 0.703 -1.298  -0.915
O 3.569 -2.397 -1.082  -0.601
O 4.650 -0.335 -0.862  -0.421
O -2.143 2.514 -0.006  -0.582
O -0.416 2.264 -1.444  -0.520

Properties
SMILES string: N[C@@H](CC(=O)O)C(=O)N[C@@H](Cc1c[nH]cn1)C(=O)O
HOMO-LUMO gap: 9.14 eV

3.
Molecular formula: C14H20N2O
Method: DFT, wB97M-V/def2-TZVPD

Each line ends with the Mulliken charge.
Atoms and positions in Å:
C -0.334 1.950 -1.101  1.217
C -1.681 2.523 -1.655  -1.252
C 0.289 4.182 -0.460  -0.904
C 0.801 1.046 1.536  -0.991
C 1.145 2.208 0.683  0.576
O 2.255 2.559 0.379  -0.578
N -0.011 2.834 0.092  -0.383
H -0.614 0.997 -0.653  -1.295
H 0.474 1.786 -1.791  0.505
H -1.754 3.500 -1.266  0.395
H -2.485 1.840 -1.524  0.357
H 1.118 4.033 -1.139  0.381
H -0.269 0.885 1.678  0.385
H -1.586 2.483 -2.748  0.259
H -0.619 4.574 -0.895  0.301
H 0.804 4.780 0.284  0.344
H 1.068 0.103 1.109  0.144
H 1.176 1.041 2.551  0.455
C -0.279 -2.674 2.920  -1.154
C -0.170 -2.248 0.400  1.025
C 0.290 -2.964 1.561  0.123
C 0.728 -2.549 -0.619  -0.231
C 1.388 -3.663 1.195  -0.686
C -1.389 -0.897 -1.104  -0.492
C -0.435 -1.159 -2.113  -0.423
C -1.291 -1.432 0.153  -0.311
C 0.636 -1.994 -1.903  -0.899
N 1.587 -3.519 -0.166  -0.178
H -2.305 -0.439 -1.458  0.564
H -0.719 -0.796 -3.092  0.440
H -2.025 -1.232 0.911  0.333
H 1.336 -2.167 -2.700  0.410
H -0.160 -1.615 3.156  0.190
H -0.090 -3.325 3.767  0.377
H 1.978 -4.234 1.894  0.417
H 2.488 -3.629 -0.606  0.253
H -1.347 -2.789 2.722  0.328

Properties
SMILES string: Cc1c[nH]c2ccccc12.CCN(C)C(C)=O
HOMO-LUMO gap: 8.95 eV

4.
Molecular formula: C4H14NOS
Method: DFT, wB97M-V/def2-TZVPD

Each line ends with the Mulliken charge.
Atoms and positions in Å:
C -0.734 -2.405 0.003  -1.577
C -0.016 -1.092 0.261  0.153
C 0.524 -0.495 -1.049  -0.799
C 1.109 0.943 -0.994  -0.746
S 1.936 1.282 0.582  -0.242
N -0.995 -0.167 0.953  -0.087
H -1.725 -2.311 -0.445  0.441
H -0.903 -3.019 0.891  0.414
H -0.177 -2.971 -0.729  0.377
H 0.842 -1.269 0.900  0.352
H 1.376 -1.155 -1.222  0.362
H -0.156 -0.698 -1.875  0.410
H 0.437 1.618 -1.514  0.316
H 1.979 0.860 -1.647  0.511
H 2.944 2.041 0.136  0.197
H -1.935 -0.303 0.598  0.438
H -0.745 0.833 0.880  0.081
H -1.037 -0.378 1.953  0.395
H -1.406 3.215 0.243  0.318
H -0.245 2.911 1.214  0.342
O -1.073 2.561 0.862  -0.655

Properties
total charge: +1
HOMO-LUMO gap: 10.11 eV

5.
Molecular formula: C3H11N2O2
Method: DFT, wB97M-V/def2-TZVPD

Each line ends with the Mulliken charge.
Atoms and positions in Å:
O -0.690 0.910 -1.905  -0.584
C 0.373 1.214 -1.405  0.692
N 1.354 1.912 -2.001  -0.367
C 0.810 0.515 -0.112  -0.838
N -0.416 -0.233 0.357  -0.022
C -1.143 0.537 1.380  -0.978
H 1.216 2.357 -2.899  0.280
H 2.056 2.443 -1.504  0.240
H 1.691 -0.107 -0.221  0.418
H 1.020 1.211 0.694  0.395
H -0.115 -1.123 0.705  0.216
H -0.964 -0.319 -0.517  0.410
H -2.154 0.122 1.450  0.402
H -1.346 1.538 1.015  0.397
H -0.882 0.330 2.416  0.349
H 0.436 -4.110 0.604  0.307
H -1.031 -3.766 1.154  0.309
O -0.214 -3.430 0.790  -0.627

Properties
total charge: +1
HOMO-LUMO gap: 11.98 eV

6.
Molecular formula: C7H15FO11P2S3
Method: DFT, wB97M-V/def2-TZVPD

Each line ends with the Mulliken charge.
Atoms and positions in Å:
O 0.212 0.426 1.099  -0.384
C -0.491 1.310 1.314  0.391
F -1.025 1.411 2.559  -0.285
C -0.893 2.429 0.369  -1.085
C -0.228 2.360 -1.021  0.737
P -1.493 3.269 -2.100  0.755
O -1.795 4.508 -1.417  -0.664
O -2.861 2.412 -2.258  -0.506
O -0.845 3.518 -3.564  -0.493
O 0.036 1.081 -1.624  -0.391
S 1.433 1.046 -2.467  1.252
O 1.285 0.630 -3.801  -0.571
O 2.427 0.375 -1.723  -0.568
O 1.840 2.632 -2.362  -0.368
C 1.064 3.187 -1.296  -0.254
P 2.236 3.659 0.105  0.187
S 2.396 5.607 0.110  -0.397
H -0.724 3.397 0.866  0.561
H -1.983 2.342 0.214  0.532
H -2.827 1.890 -3.079  0.357
H -0.469 2.701 -3.944  0.346
H 0.744 4.173 -1.672  0.583
H 3.506 3.153 -0.275  0.123
H 1.806 3.187 1.368  0.088
O -1.885 -4.991 0.786  -0.642
S -0.525 -5.099 1.220  1.203
O -0.184 -5.760 2.441  -0.612
O 0.135 -3.645 1.215  -0.260
C -0.535 -2.594 1.932  0.062
C -0.289 -2.683 3.425  -1.124
C 0.446 -5.781 -0.085  -0.930
H -1.604 -2.597 1.707  0.339
H -0.128 -1.657 1.555  -0.024
H -0.768 -3.565 3.851  0.384
H -0.688 -1.803 3.931  0.360
H 0.779 -2.762 3.636  0.302
H 0.231 -5.240 -1.003  0.311
H 0.169 -6.828 -0.190  0.371
H 1.498 -5.698 0.179  0.313

Properties
SMILES string: O=C(F)C[C@]1(P(=O)(O)O)OS(=O)(=O)O[C@@H]1[PH2]=S.CCOS(C)(=O)=O
HOMO-LUMO gap: 8.86 eV